#a
Here is a molecular structure, C4H6N2 from OMol25. Energies are from ωB97M-V/def2-TZVPD.

Total charge ... 0

Last column: Mulliken charge in e.
Positions of all 12 atoms, in Å:
C (-1.49, 0.81, 0.24)  -0.450
C (-0.15, 0.54, 0.32)  0.372
C (-1.83, -0.58, -0.23)  -0.362
C (2.15, -0.03, 0.15)  -0.732
N (-0.37, -0.93, 0.09)  -0.357
N (0.90, 0.30, -0.49)  -0.256
H (-2.00, 1.73, 0.28)  0.376
H (-2.49, -1.24, 0.33)  0.221
H (-2.03, -0.68, -1.25)  0.239
H (2.50, 1.03, 0.40)  0.318
H (2.07, -0.69, 0.92)  0.363
H (2.75, -0.25, -0.77)  0.269

#b
Here is a molecular structure, C4H6N2 from OMol25. Energies are from ωB97M-V/def2-TZVPD.

Total charge ... 0

Last column: Mulliken charge in e.
Positions of all 12 atoms, in Å:
C (0.47, 0.39, 1.98)  -1.116
C (0.26, -0.07, 0.56)  0.732
C (0.14, 0.99, -0.43)  -0.312
N (-0.23, 0.68, -1.62)  -0.509
C (-0.46, -0.76, -1.16)  -0.214
N (-0.21, -1.23, 0.23)  -0.499
H (1.02, -0.41, 2.51)  0.317
H (-0.45, 0.60, 2.51)  0.261
H (1.19, 1.21, 2.05)  0.358
H (0.43, 2.00, -0.09)  0.341
H (0.34, -1.28, -1.70)  0.311
H (-1.55, -0.74, -1.30)  0.331

Relative to the most stable one, in eV, the structures come out at #a 4.686; #b 0.000.

#a
Here is a single C5H12N2 molecule from OMol25. Energies are from ωB97M-V/def2-TZVPD.

Structure (SMILES) ... C/C(=C\N)CCN
Total charge ... 0

Last column: Mulliken charge in e.
Positions of all 19 atoms, in Å:
C (0.19, 1.26, -1.10)  -1.409
C (0.63, 0.25, -0.07)  0.525
C (1.94, 0.11, 0.22)  -0.295
N (3.02, 0.42, -0.60)  -0.423
C (-0.34, -0.70, 0.65)  -0.463
C (-1.77, -0.65, 0.11)  -0.695
N (-2.81, -1.18, 0.97)  -0.543
H (0.17, 2.25, -0.63)  0.237
H (0.92, 1.40, -1.90)  0.347
H (-0.79, 1.12, -1.54)  0.327
H (2.19, -0.27, 1.21)  0.327
H (3.84, 0.72, -0.11)  0.218
H (2.73, 0.78, -1.49)  0.192
H (0.06, -1.70, 0.46)  0.284
H (-0.30, -0.57, 1.74)  0.342
H (-1.77, -1.21, -0.82)  0.237
H (-2.07, 0.36, -0.14)  0.356
H (-2.49, -1.92, 1.58)  0.223
H (-3.34, -0.48, 1.46)  0.212

#b
Here is a single C5H12N2 molecule from OMol25. Energies are from ωB97M-V/def2-TZVPD.

Structure (SMILES) ... C=CC(C)(C)NN
Total charge ... 0

Last column: Mulliken charge in e.
Positions of all 19 atoms, in Å:
C (0.84, 0.61, -2.03)  -0.679
C (0.03, 0.93, -1.03)  -0.543
C (-0.13, 0.15, 0.44)  1.119
C (0.05, 1.14, 1.52)  -1.488
C (0.86, -1.09, 0.49)  -1.318
N (-1.50, -0.38, 0.56)  -0.434
N (-2.04, -0.88, -0.72)  -0.668
H (0.84, 1.09, -3.00)  0.279
H (1.65, -0.11, -1.98)  0.210
H (-0.68, 1.74, -1.09)  0.416
H (1.18, 1.32, 1.68)  0.330
H (-0.23, 0.70, 2.46)  0.382
H (-0.21, 2.21, 1.27)  0.295
H (1.28, -1.37, 1.48)  0.300
H (0.24, -1.91, -0.02)  0.367
H (1.59, -0.69, -0.12)  0.354
H (-1.36, -1.37, 1.07)  0.360
H (-2.39, -0.01, -1.10)  0.343
H (-1.18, -1.00, -1.23)  0.373

Relative to the most stable one, in eV, the structures come out at #a 0.000; #b 1.974.

#a
Here is a single C2HN3O2 molecule from OMol25. Energies are from ωB97M-V/def2-TZVPD.

Total charge ... 0

Last column: Mulliken charge in e.
Positions of all 8 atoms, in Å:
C (1.31, -1.04, 0.04)  0.460
C (-0.76, 0.58, 0.08)  0.577
N (1.50, -2.14, 0.31)  -0.388
N (-1.92, 0.31, 0.21)  -0.409
N (0.97, -0.06, -0.73)  -0.352
O (-0.06, 1.62, 0.30)  -0.126
O (1.26, 1.35, -0.20)  -0.067
H (-2.31, -0.62, 0.00)  0.305

#b
Here is 2 unconnected molecules or ions with the total composition C2HN3O2 from OMol25. Energies are from ωB97M-V/def2-TZVPD.

Total charge ... 0

Last column: Mulliken charge in e.
Positions of all 8 atoms, in Å:
C (1.86, 1.55, 0.05)  0.569
C (1.73, -1.84, -0.10)  0.606
N (2.77, 2.02, -0.47)  -0.305
N (2.67, -2.10, 0.50)  -0.355
N (0.11, 0.34, -0.45)  -0.228
O (0.88, 0.94, 0.53)  -0.174
O (0.69, -1.59, -0.71)  -0.418
H (-0.87, 0.07, -0.21)  0.305

Relative to the most stable one, in eV, the structures come out at #a 0.835; #b 0.000.

#a
Here is 2 unconnected molecules or ions with the total composition C4H9O from OMol25. Energies are from ωB97M-V/def2-TZVPD.

Total charge ... -1

Last column: Mulliken charge in e.
Positions of all 14 atoms, in Å:
C (1.76, -1.69, 1.03)  -0.584
O (1.41, -0.38, 0.98)  -0.842
H (1.49, -2.31, 0.15)  0.163
H (2.84, -1.86, 1.26)  0.179
H (1.21, -2.19, 1.89)  0.130
C (-0.41, 0.12, -1.18)  -0.866
C (-1.32, 0.81, -0.19)  0.048
C (-1.56, 2.12, -0.13)  -0.666
H (-0.39, 0.62, -2.16)  0.365
H (0.60, 0.13, -0.71)  0.141
H (-0.73, -0.89, -1.45)  0.245
H (-1.46, 0.18, 0.68)  0.190
H (-2.00, 2.51, 0.78)  0.225
H (-1.43, 2.82, -0.95)  0.272

#b
Here is 2 unconnected molecules or ions with the total composition C4H9O from OMol25. Energies are from ωB97M-V/def2-TZVPD.

Total charge ... -1

Last column: Mulliken charge in e.
Positions of all 14 atoms, in Å:
C (2.06, -0.40, 0.14)  0.068
O (2.94, 0.54, 0.32)  -0.892
C (0.98, -0.23, -0.86)  -0.796
C (0.51, -0.17, 0.62)  -0.211
C (-0.13, -1.45, 1.08)  -1.165
H (2.35, -1.48, 0.29)  0.154
H (-4.66, 3.76, -1.87)  0.004
H (0.93, 0.73, -1.42)  0.308
H (0.48, -1.13, -1.36)  0.232
H (-5.10, 4.25, -1.53)  -0.004
H (0.53, 0.82, 1.03)  0.469
H (-0.24, -1.53, 2.17)  0.300
H (-1.15, -1.45, 0.67)  0.253
H (0.49, -2.26, 0.72)  0.279

#c
Here is 2 unconnected molecules or ions with the total composition C4H9O from OMol25. Energies are from ωB97M-V/def2-TZVPD.

Total charge ... -1

Last column: Mulliken charge in e.
Positions of all 14 atoms, in Å:
C (-2.22, 1.55, 2.44)  -0.556
O (-1.15, 1.01, 1.81)  -0.803
H (-2.12, 2.67, 2.68)  0.108
H (-3.16, 1.61, 1.83)  0.126
H (-2.44, 0.98, 3.37)  0.133
C (1.36, -1.89, -0.91)  -0.964
C (1.14, -0.41, -0.98)  0.199
C (1.07, 0.27, -2.12)  -0.761
H (2.16, -2.19, -0.24)  0.268
H (0.46, -2.44, -0.64)  0.234
H (1.63, -2.27, -1.91)  0.289
H (0.98, 0.06, -0.01)  0.248
H (0.97, 1.33, -2.28)  0.289
H (1.30, -0.27, -3.04)  0.190

Relative to the most stable one, in eV, the structures come out at #a 0.000; #b 0.797; #c 0.120.

#a
Here is a molecular structure, C5H6O2 from OMol25. Energies are from ωB97M-V/def2-TZVPD.

Total charge ... 0

Last column: Mulliken charge in e.
Positions of all 13 atoms, in Å:
O (1.36, -0.95, -2.27)  -0.545
C (0.79, -0.55, -1.30)  0.437
C (1.08, -0.62, 0.20)  -0.826
C (-0.20, 0.21, 0.42)  0.949
C (-0.43, 1.21, 1.48)  -0.541
O (-1.28, -0.37, 1.19)  -0.457
C (-0.49, 0.26, -1.09)  -0.706
H (2.01, -0.13, 0.51)  0.260
H (1.06, -1.64, 0.60)  0.278
H (-0.90, -0.44, 2.09)  0.404
H (-1.20, 1.91, 1.11)  0.175
H (-1.40, -0.26, -1.40)  0.261
H (-0.48, 1.26, -1.54)  0.311

#b
Here is a molecular structure, C5H6O2 from OMol25. Energies are from ωB97M-V/def2-TZVPD.

Total charge ... 0

Last column: Mulliken charge in e.
Positions of all 13 atoms, in Å:
O (2.11, 1.59, -1.41)  -0.470
C (1.95, 0.87, -0.46)  -0.067
C (0.77, -0.05, -0.30)  0.298
O (0.67, -0.67, 0.96)  -0.429
C (-0.68, -0.98, 0.80)  -0.201
C (-1.59, 0.16, 0.57)  -0.499
C (-0.69, 0.07, -0.60)  -0.408
H (2.74, 0.72, 0.32)  0.313
H (0.85, -0.84, -1.05)  0.130
H (-0.94, -1.90, 1.33)  0.436
H (-2.55, -0.28, 0.27)  0.211
H (-1.68, 1.03, 1.20)  0.281
H (-0.95, 0.31, -1.63)  0.406

#c
Here is a molecular structure, C5H6O2 from OMol25. Energies are from ωB97M-V/def2-TZVPD.

Total charge ... 0

Last column: Mulliken charge in e.
Positions of all 13 atoms, in Å:
C (0.61, 1.69, 1.35)  -0.891
O (0.23, -2.40, 0.75)  -0.440
C (-0.17, -1.99, -0.31)  -0.185
C (-0.84, -0.65, -0.50)  0.247
O (-1.05, 0.01, 0.76)  -0.430
C (0.07, 0.79, 0.56)  0.527
C (0.22, 0.42, -0.89)  -0.577
H (1.48, 2.23, 1.00)  0.244
H (0.21, 1.86, 2.34)  0.278
H (-0.01, -2.54, -1.26)  0.343
H (-1.77, -0.75, -1.08)  0.337
H (-0.14, 1.28, -1.42)  0.267
H (1.18, 0.04, -1.29)  0.280

#d
Here is a molecular structure, C5H6O2 from OMol25. Energies are from ωB97M-V/def2-TZVPD.

Total charge ... 0

Last column: Mulliken charge in e.
Positions of all 13 atoms, in Å:
O (-2.10, 0.32, 0.82)  -0.589
C (-0.83, -0.18, 0.63)  -0.204
C (-0.39, -0.44, -0.86)  0.031
O (-0.26, 1.01, -0.98)  -0.476
C (0.28, 0.90, 0.37)  0.034
C (1.50, 0.03, 0.18)  -0.648
C (1.04, -0.89, -0.67)  -0.654
H (-2.20, 1.03, 0.17)  0.367
H (-0.64, -0.96, 1.37)  0.403
H (-1.04, -0.90, -1.61)  0.468
H (0.33, 1.85, 0.91)  0.454
H (2.47, 0.13, 0.67)  0.408
H (1.52, -1.78, -1.08)  0.408

Relative to the most stable one, in eV, the structures come out at #a 2.792; #b 2.164; #c 0.000; #d 0.516.

#a
Here is a single C5H6O2 molecule from OMol25. Energies are from ωB97M-V/def2-TZVPD.

Structure (SMILES) ... C#C[C@H](C=O)CO
Total charge ... 0

Last column: Mulliken charge in e.
Positions of all 13 atoms, in Å:
C (2.52, -0.87, -0.27)  0.247
C (1.42, -0.40, -0.35)  -0.934
C (0.06, 0.14, -0.42)  0.331
C (-0.01, 1.54, 0.18)  -0.006
O (-1.02, 2.02, 0.62)  -0.511
C (-0.96, -0.82, 0.24)  -0.697
O (-2.29, -0.40, 0.04)  -0.542
H (3.50, -1.31, -0.21)  0.436
H (-0.24, 0.26, -1.47)  0.238
H (0.94, 2.12, 0.19)  0.375
H (-0.71, -0.94, 1.30)  0.333
H (-0.86, -1.80, -0.24)  0.366
H (-2.36, 0.48, 0.45)  0.363

#b
Here is a molecular structure, C5H6O2 from OMol25. Energies are from ωB97M-V/def2-TZVPD.

Total charge ... 0

Last column: Mulliken charge in e.
Positions of all 13 atoms, in Å:
O (-2.01, 0.26, -0.95)  -0.539
C (-0.99, -0.08, -0.07)  -0.135
C (0.24, -0.73, -0.76)  0.002
O (0.66, 0.60, -1.16)  -0.450
C (0.15, 0.96, 0.15)  -0.139
C (1.07, 0.17, 1.08)  -0.630
C (1.14, -1.00, 0.44)  -0.624
H (-2.17, 1.20, -0.93)  0.329
H (-1.35, -0.57, 0.84)  0.327
H (0.10, -1.44, -1.58)  0.519
H (-0.05, 2.02, 0.31)  0.507
H (1.54, 0.52, 1.99)  0.415
H (1.67, -1.92, 0.66)  0.417

Relative to the most stable one, in eV, the structures come out at #a 0.000; #b 0.518.